Entry 1:
113
Properties=species:S:1:pos:R:3:lowdin_charge:R:1 method="wB97M-V/def2-TZVPD" homo_energy_ev=-8.836 charge=0 largest_force_ha_per_bohr=0.03775 lumo_energy_ev=-0.2 smiles="CC[C@@H](C)c1cc(OC(=O)c2ccccc2)cc2c1C(=O)NC2=O.NC(N)=O.NC(N)=O.NC(N)=O.NC(N)=O.NC(N)=O.NC(N)=O.NC(N)=O.NC(N)=O.NC(N)=O" e_tot_ha=-3117.6908
C 2.4206 -2.0134 4.3775 -0.0867
C 1.2470 -2.7060 5.1011 -0.2129
C 0.3889 -3.6550 4.1992 -0.2749
C -0.0989 -4.8249 5.0689 -0.0467
C -0.7437 -2.8408 3.5911 -0.0705
C -0.6421 -1.4534 3.4379 0.0695
C -1.6581 -0.7066 2.8684 -0.2002
O -1.4535 0.6730 2.7228 0.0696
C -1.2243 1.0711 1.4500 -0.4226
O -1.5639 2.1841 1.1520 0.0864
C -0.6062 0.1732 0.4491 -0.1320
C -1.2628 -0.0486 -0.7666 -0.0156
C -0.7120 -0.8805 -1.7253 -0.0825
C 0.5214 -1.4907 -1.4939 -0.0746
C 1.1893 -1.2584 -0.2915 -0.0539
C 0.6283 -0.4358 0.6782 -0.0090
C -2.8560 -1.2587 2.4465 0.0979
C -2.9611 -2.6280 2.5797 -0.0611
C -1.9319 -3.4077 3.1167 -0.0154
C -2.4379 -4.8266 3.0320 -0.3815
O -1.8819 -5.8635 2.8575 0.1394
N -3.8591 -4.6571 3.0840 0.1750
C -4.0816 -3.5547 2.2194 -0.3908
O -4.9173 -3.4789 1.3715 0.1346
H 2.6625 -2.4717 3.4225 0.0698
H 3.3038 -2.0767 5.0095 0.0688
H 2.2422 -0.9444 4.2734 0.0507
H 1.6749 -3.3042 5.8996 0.0926
H 0.6049 -1.9876 5.6045 0.1156
H 1.0699 -3.9690 3.4110 0.1394
H -1.1210 -4.6610 5.4015 0.0889
H 0.5615 -5.0238 5.9039 0.0732
H -0.1132 -5.7296 4.4683 0.0680
H 0.2364 -0.9145 3.7531 0.1010
H -2.2126 0.4390 -0.9474 0.1072
H -1.2213 -1.0867 -2.6526 0.0828
H 0.9655 -2.1368 -2.2342 0.1043
H 2.1427 -1.7428 -0.1358 0.1031
H 1.1419 -0.2653 1.6144 0.1156
H -3.6554 -0.6701 2.0174 0.1411
H -4.3328 -5.5001 2.7621 0.1559
N -0.9906 3.7106 -1.2260 0.1721
C -0.8679 5.0001 -1.6380 -0.6861
N -1.4023 5.9308 -0.7881 0.1487
O -0.3228 5.3218 -2.6850 0.0043
H -1.4395 3.4619 -0.3616 0.0525
H -0.6194 2.9840 -1.8145 0.0891
H -1.3318 6.8932 -1.0582 0.0986
H -1.8562 5.6954 0.0744 0.0930
N -4.2902 3.6406 5.0752 0.1561
C -3.1009 3.2020 5.5761 -0.6828
N -2.3983 2.4423 4.6783 0.1657
O -2.7049 3.4435 6.7075 0.0007
H -4.5603 3.4112 4.1328 0.0369
H -4.8866 4.1870 5.6650 0.0985
H -1.5108 2.0602 4.9525 0.0801
H -2.7463 2.2550 3.7585 0.0639
N 1.0856 3.4594 3.1782 0.1717
C 1.2696 2.8696 4.3947 -0.6760
N 1.6535 3.6979 5.4052 0.1640
O 1.0937 1.6683 4.5599 0.0029
H 1.2126 4.4353 2.9917 0.0987
H 0.7997 2.8507 2.4346 0.0845
H 1.7848 3.2869 6.3103 0.1068
H 1.7955 4.6827 5.2910 0.0958
N 2.2104 2.5805 -3.5992 0.1810
C 1.9402 1.2544 -3.5696 -0.6541
N 2.9728 0.4595 -3.9850 0.1587
O 0.8675 0.7745 -3.2055 0.0037
H 3.0964 2.9437 -3.9004 0.0998
H 1.4916 3.2291 -3.3214 0.0902
H 2.8218 -0.5308 -3.9827 0.0938
H 3.8579 0.8330 -4.2891 0.0477
N 6.5223 -0.0378 -3.1713 0.1597
C 6.7127 0.9799 -4.0649 -0.6705
N 8.0055 1.1972 -4.4306 0.1651
O 5.7858 1.6465 -4.5035 0.0089
H 7.2691 -0.5923 -2.7964 0.0981
H 5.5814 -0.2203 -2.8733 0.0905
H 8.1815 1.9380 -5.0840 0.1130
H 8.7836 0.6629 -4.0809 0.0854
N -6.4527 2.9653 0.4374 0.1674
C -5.3208 2.7041 1.1457 -0.6551
N -4.3063 2.1483 0.4343 0.1791
O -5.2117 2.9479 2.3426 0.0041
H -6.5445 2.7567 -0.5403 0.0899
H -7.2225 3.3755 0.9310 0.1028
H -3.4568 1.9562 0.9306 0.0468
H -4.3686 1.9298 -0.5474 0.0623
N 11.0788 -2.9453 -6.0411 0.1525
C 10.3414 -1.9173 -5.5295 -0.6839
N 8.9997 -1.9648 -5.7776 0.1542
O 10.8378 -1.0060 -4.8860 0.0147
H 10.6869 -3.6998 -6.5706 0.0937
H 12.0667 -2.9297 -5.8700 0.1050
H 8.4563 -1.2114 -5.4021 0.0671
H 8.5413 -2.6902 -6.2946 0.0957
N -6.1461 -0.8685 -3.3325 0.1716
C -5.3584 -0.4377 -2.3141 -0.6925
N -4.6099 -1.3982 -1.7054 0.1851
O -5.3163 0.7407 -1.9713 0.0002
H -6.1811 -1.8233 -3.6429 0.0992
H -6.7070 -0.1824 -3.8021 0.1147
H -4.0157 -1.1165 -0.9476 0.0857
H -4.6290 -2.3653 -1.9718 0.1113
N -3.0579 -0.8210 -4.5212 0.1702
C -3.2352 -1.8608 -5.3837 -0.6755
N -2.1736 -2.1408 -6.1981 0.1520
O -4.2737 -2.5056 -5.4225 0.0072
H -2.2160 -0.2808 -4.4581 0.0940
H -3.8340 -0.6040 -3.9204 0.0560
H -2.2773 -2.9031 -6.8407 0.1012
H -1.3136 -1.6270 -6.1838 0.0928

=====

Entry 2:
98
Properties=species:S:1:pos:R:3:lowdin_charge:R:1 method="wB97M-V/def2-TZVPD" homo_energy_ev=-8.208 charge=0 largest_force_ha_per_bohr=0.10016 lumo_energy_ev=0.4 smiles="C#C[C@@]1(CCCCS(=O)(=O)O)[C@@H](N)C(=O)O[C@@H]1P(=N)(O)O.CC(C)=O.CC(C)=O.CC(C)=O.CC(C)=O.CC(C)=O.CC(C)=O" e_tot_ha=-2925.7036
C -1.4834 6.7352 0.4613 0.1022
C -1.7302 5.5366 0.3873 -0.0668
C -1.9615 3.9853 0.6007 -0.2994
C -0.7294 3.2233 -0.0618 -0.1259
C -0.2450 3.8757 -1.4417 -0.1878
C 0.8811 2.9112 -2.0890 -0.1892
C 0.8201 2.9033 -3.6867 -0.1901
S 1.0297 1.1536 -4.3022 0.6910
O 1.6526 1.1684 -5.6508 -0.3504
O 1.9065 0.3930 -3.3900 -0.3164
O -0.4293 0.3597 -4.4515 -0.1771
C -1.8421 3.7689 2.1954 -0.1898
N -2.8046 4.5925 2.9977 0.0556
C -2.5847 2.3330 2.2198 -0.3473
O -2.1873 1.2670 2.5979 0.1491
O -3.8422 2.6861 1.6128 -0.0689
C -3.4403 3.4200 0.4206 -0.2597
P -3.8507 2.1757 -0.9453 0.7044
N -3.8867 0.7231 -0.2969 -0.1461
O -2.7685 2.1848 -2.2415 -0.2036
O -5.4546 2.4764 -1.4261 -0.1968
H -1.2765 7.7860 0.8039 0.0607
H 0.1504 3.3512 0.6562 0.1224
H -0.8669 2.0979 -0.1542 0.1279
H 0.2807 4.8681 -1.2826 0.1123
H -1.0873 4.0659 -2.1684 0.0957
H 1.9153 3.2445 -1.7635 0.1307
H 0.6954 1.8646 -1.6905 0.0902
H -0.1661 3.3207 -4.0806 0.1112
H 1.7066 3.4671 -4.1293 0.1089
H -1.1035 1.0490 -4.6401 0.0809
H -0.8103 3.7097 2.6459 0.1426
H -2.7423 4.3181 3.9895 0.0928
H -2.5654 5.5884 2.9379 0.0712
H -4.0573 4.3754 0.2818 0.1480
H -3.2215 0.0921 -0.7601 -0.0214
H -2.2691 1.3369 -2.1954 0.0709
H -5.9406 2.3560 -0.5743 0.0758
C 2.9268 -1.6670 1.1451 -0.0149
C 2.3164 -1.1935 -0.1502 -0.4765
C 2.6438 -1.9677 -1.3994 -0.0151
O 1.5858 -0.2215 -0.1821 0.0535
H 2.5990 -1.0117 1.9545 0.0570
H 2.5981 -2.6832 1.3611 0.0550
H 4.0161 -1.6287 1.0814 0.0916
H 2.3008 -2.9981 -1.2963 0.0681
H 3.7202 -1.9442 -1.5814 0.0956
H 2.1356 -1.5120 -2.2489 0.0517
C -2.4099 -2.2113 2.2544 -0.0119
C -3.2938 -2.6667 1.1230 -0.4817
C -3.9841 -3.9980 1.2777 -0.0214
O -3.4425 -1.9889 0.1286 0.0442
H -1.9795 -1.2395 2.0079 0.0617
H -2.9982 -2.1115 3.1691 0.0886
H -1.5988 -2.9280 2.4031 0.0700
H -4.6412 -3.9778 2.1501 0.0857
H -3.2393 -4.7881 1.3819 0.0487
H -4.5871 -4.1993 0.3903 0.0819
C 4.6178 4.0622 -6.1337 -0.0223
C 3.7951 5.3168 -6.0048 -0.5107
C 3.2332 5.9091 -7.2713 -0.0259
O 3.5920 5.8310 -4.9230 0.0521
H 4.9563 3.7489 -5.1448 0.0845
H 4.0105 3.2636 -6.5655 0.0849
H 5.4926 4.2525 -6.7589 0.0854
H 2.5667 5.1912 -7.7535 0.0861
H 4.0462 6.1820 -7.9469 0.0848
H 2.6635 6.8075 -7.0284 0.0816
C -1.9524 -6.5690 4.5340 -0.0135
C -1.6300 -6.6933 3.0681 -0.4883
C -1.4089 -8.0802 2.5225 -0.0204
O -1.5514 -5.7138 2.3539 0.0291
H -2.0859 -5.5159 4.7867 0.0848
H -2.8782 -7.1029 4.7577 0.0887
H -1.1313 -6.9712 5.1309 0.0877
H -2.3105 -8.6809 2.6573 0.0884
H -0.5636 -8.5494 3.0304 0.0880
H -1.1860 -8.0182 1.4560 0.0815
C 2.4433 2.3351 4.8332 -0.0230
C 1.5649 1.8697 3.7001 -0.4900
C 0.8764 0.5395 3.8600 -0.0237
O 1.4190 2.5422 2.6990 0.0520
H 2.8735 3.3060 4.5821 0.0820
H 1.8506 2.4396 5.7443 0.0843
H 3.2553 1.6224 4.9909 0.0854
H 0.2146 0.5669 4.7284 0.0891
H 1.6193 -0.2527 3.9756 0.0767
H 0.2788 0.3321 2.9712 0.0706
C 1.0897 -5.6373 0.9618 -0.0235
C 2.4429 -5.6374 0.3043 -0.4845
C 2.8783 -6.9014 -0.3908 -0.0195
O 3.1547 -4.6535 0.3330 0.0492
H 0.9126 -4.6626 1.4186 0.0796
H 0.3142 -5.8186 0.2155 0.0946
H 1.0505 -6.4006 1.7409 0.0794
H 2.1818 -7.1413 -1.1968 0.0871
H 2.9233 -7.7236 0.3264 0.0846
H 3.8714 -6.7552 -0.8184 0.0837

=====

Entry 3:
96
Properties=species:S:1:pos:R:3:lowdin_charge:R:1 method="wB97M-V/def2-TZVPD" s_squared=0.76 homo_energy_ev="-13.270 / -13.375" charge=+2 largest_force_ha_per_bohr=0.01469 lumo_energy_ev="-6.6 / -6.9" relative_energy_kcal_mol=5.23 multiplicity=2 e_tot_ha=-2987.8315
Re 0.2550 0.3239 0.2100 1.2786
C -0.7503 4.4477 1.3004 0.0273
C -0.4290 3.1450 0.6538 -0.2251
N -0.2777 2.0201 1.2830 -0.0720
C -0.3873 1.8846 2.7407 -0.1576
C 0.4774 0.7099 3.1876 -0.1618
N 0.3313 -0.4776 2.2910 -0.2006
C -0.8175 -1.3639 2.6221 -0.1432
C -2.0677 -0.8658 1.9218 -0.1631
N -1.7531 -0.6558 0.4977 -0.1525
C -1.8567 -1.8940 -0.3316 -0.1331
C -0.6211 -2.0221 -1.2228 -0.1676
N -0.0739 -0.6832 -1.4381 -0.1988
C -0.3268 -0.0566 -2.6902 -0.4180
C 0.3535 -0.7217 -3.8851 0.0415
C -0.0726 1.4323 -2.4995 -0.1979
C -0.0290 2.4151 -3.4620 0.0225
C -0.0916 3.7470 -3.0620 0.0062
C -0.2621 4.0590 -1.7233 0.0493
C -0.2497 3.0293 -0.7918 -0.1854
N -0.0766 1.7569 -1.1957 -0.0234
H -1.2724 4.3112 2.2441 0.0941
H -1.3824 5.0496 0.6502 0.1001
H 0.1682 5.0098 1.4931 0.1023
H -1.4393 1.7386 2.9875 0.1248
H -0.0451 2.7824 3.2555 0.1261
H 0.2346 0.4405 4.2163 0.1379
H 1.5268 0.9989 3.1478 0.0932
H 1.1931 -1.0083 2.3722 0.0938
H -0.9664 -1.4145 3.7017 0.1358
H -0.5598 -2.3657 2.2758 0.1316
H -2.4037 0.0826 2.3353 0.1127
H -2.8843 -1.5787 2.0515 0.1395
H -2.4063 0.0220 0.0990 0.0768
H -2.7710 -1.8255 -0.9190 0.1223
H -1.9526 -2.7603 0.3221 0.1261
H -0.8591 -2.5219 -2.1632 0.1331
H 0.1453 -2.6202 -0.7287 0.1182
H 1.1206 -1.4102 -3.5363 0.1041
H 0.8415 0.0162 -4.5189 0.0839
H -0.3656 -1.2662 -4.4918 0.1038
H -0.0220 2.1555 -4.5113 0.1441
H -0.0749 4.5343 -3.8031 0.1375
H -0.3958 5.0838 -1.4074 0.1331
C 3.2641 3.3151 -2.1323 -0.0261
C 4.2407 2.2314 -2.5647 -0.6130
C 5.4751 2.8287 -3.2154 -0.0059
C 3.5634 1.2141 -3.4702 -0.0143
O 4.6910 1.4875 -1.4114 -0.1229
Si 4.4171 1.4335 0.1600 -0.0189
S 2.4617 0.3256 0.3449 0.4781
O 5.4628 0.5165 0.9331 -0.1333
C 6.0762 -0.8015 0.8081 -0.6138
C 7.5492 -0.5992 1.1129 -0.0133
C 5.8699 -1.3425 -0.5971 -0.0282
C 5.4121 -1.6902 1.8487 -0.0237
O 4.2882 2.8871 0.8184 -0.1191
C 4.2605 3.4468 2.1550 -0.6140
C 2.8348 3.9426 2.3643 -0.0207
C 5.2542 4.5951 2.1578 -0.0086
C 4.6316 2.4006 3.1940 -0.0224
H 2.9028 3.8573 -3.0079 0.0968
H 3.7405 4.0264 -1.4581 0.0921
H 2.4077 2.8697 -1.6178 0.0571
H 5.2040 3.3524 -4.1333 0.0987
H 6.1893 2.0441 -3.4638 0.0967
H 5.9567 3.5389 -2.5429 0.0973
H 3.1904 1.6949 -4.3770 0.0972
H 2.7285 0.7472 -2.9420 0.0605
H 4.2673 0.4331 -3.7584 0.1009
H 8.0009 0.0758 0.3859 0.0961
H 8.0756 -1.5533 1.0702 0.0993
H 7.6790 -0.1784 2.1102 0.0921
H 6.3210 -0.6843 -1.3393 0.0905
H 4.8065 -1.4510 -0.8260 0.0740
H 6.3347 -2.3254 -0.6802 0.1012
H 5.5491 -1.2749 2.8481 0.0923
H 5.8556 -2.6866 1.8281 0.0983
H 4.3445 -1.7866 1.6439 0.0593
H 2.5953 4.7192 1.6348 0.0896
H 2.7113 4.3557 3.3667 0.1032
H 2.1420 3.1058 2.2292 0.0535
H 5.0103 5.3104 1.3722 0.0931
H 6.2651 4.2242 1.9898 0.0992
H 5.2339 5.1130 3.1177 0.0998
H 3.9466 1.5476 3.1579 0.0723
H 4.5860 2.8405 4.1907 0.1025
H 5.6396 2.0243 3.0282 0.0920
C -4.3642 -0.1438 -3.2709 -0.0798
S -2.9736 0.8283 -2.7657 0.6158
O -3.0532 1.1010 -1.3451 -0.2995
O -2.8133 1.9472 -3.6367 -0.2410
O -1.8191 -0.2271 -3.0048 -0.2261
H -4.8332 0.3837 -4.0974 0.0841
H -5.0411 -0.2145 -2.4234 0.0806
H -4.0350 -1.1289 -3.5912 0.0803